Entry 1:
A 2-piece molecular cluster, C2H11N2 overall at a distorted geometry, computed with ωB97M-V/def2-TZVPD.

```
! RIJCOSX wB97M-V def2-TZVPD def2/J DEFGRID3
* xyz 1 1
N -0.386 1.640 -1.534
H -0.220 0.841 -2.118
H -1.253 2.064 -1.855
H -0.316 1.116 0.247
H 0.328 2.316 -1.794
C -0.023 -1.760 0.106
C 0.702 -0.602 0.795
N -0.232 0.508 1.106
H 0.694 -2.586 0.068
H -0.850 -2.068 0.744
H -0.165 -1.611 -0.966
H 1.127 -1.035 1.701
H 1.538 -0.206 0.218
H 0.161 1.185 1.771
H -1.105 0.200 1.510
*
```

Calculated values
Energy, hartree: -192.0746
Gap between HOMO and LUMO, eV: 12.33
Energy above the lowest of the compared OMol25 structures with the same formula, charge and spin, kcal/mol: 7.6

Entry 2:
C3H12NO3S as an isolated structure at a distorted geometry, computed with ωB97M-V/def2-TZVPD.

```
! RIJCOSX wB97M-V def2-TZVPD def2/J DEFGRID3
* xyz 0 2
C -0.223 1.704 0.952
O -0.193 2.548 -0.167
C 0.439 0.287 0.701
C 0.623 -0.825 1.742
S 0.026 -2.322 0.936
N 1.822 0.397 -0.039
H 0.248 2.274 1.687
H -1.055 1.528 1.593
H -0.303 -0.068 -0.117
H -0.105 -0.725 2.533
H 1.701 -0.839 2.098
H -0.332 -1.981 -0.331
H 2.395 0.959 0.571
H 1.651 0.984 -0.816
H -1.197 0.095 -2.036
H 0.170 -1.095 -2.209
O -0.793 -1.062 -2.230
H -0.583 1.932 -1.023
H -2.135 1.778 -1.689
O -1.347 1.330 -2.021
*
```

Calculated values
Energy, hartree: -799.9500
Gap between HOMO and LUMO (alpha / beta), eV: 9.70 / 3.91
Energy above the lowest of the compared OMol25 structures with the same formula, charge and spin, kcal/mol: 75.4

Entry 3:
A 10-piece molecular cluster, C40H68N4O12S6 overall at a distorted geometry, computed with ωB97M-V/def2-TZVPD.

```
! RIJCOSX wB97M-V def2-TZVPD def2/J DEFGRID3
* xyz 0 1
O -8.548 9.576 -1.614
S -8.880 8.175 -1.609
O -9.908 7.590 -2.494
C -7.262 7.290 -2.064
C -7.030 6.296 -0.878
C -7.487 7.038 0.388
C -8.912 7.466 0.104
H -6.414 7.975 -2.086
H -7.467 6.789 -3.010
H -7.615 5.387 -1.017
H -5.963 6.113 -0.749
H -6.773 7.851 0.521
H -7.452 6.423 1.288
H -9.345 8.267 0.703
H -9.605 6.624 0.088
O -7.109 -0.867 0.738
S -7.998 -1.558 -0.171
O -9.264 -0.926 -0.565
C -7.164 -2.395 -1.589
C -7.990 -3.615 -1.898
C -8.295 -4.264 -0.495
C -8.363 -3.154 0.686
H -6.177 -2.561 -1.158
H -7.074 -1.677 -2.404
H -8.883 -3.322 -2.451
H -7.538 -4.394 -2.513
H -7.474 -4.938 -0.248
H -9.158 -4.924 -0.579
H -7.527 -3.351 1.357
H -9.229 -2.931 1.309
O -2.823 5.076 4.281
S -2.557 4.945 5.695
O -1.259 4.458 6.199
C -2.845 6.468 6.700
C -4.244 6.197 7.276
C -4.386 4.705 7.724
C -3.816 3.854 6.548
H -2.665 7.323 6.048
H -2.121 6.548 7.512
H -4.475 6.783 8.166
H -4.952 6.410 6.475
H -5.345 4.451 8.176
H -3.763 4.464 8.585
H -4.477 3.570 5.730
H -3.390 2.862 6.693
O -1.915 -4.818 2.827
S -1.372 -4.749 4.189
O -2.139 -4.080 5.238
C -0.876 -6.374 4.875
C 0.167 -5.959 5.942
C 1.194 -5.034 5.202
C 0.367 -4.053 4.314
H -0.427 -6.840 3.997
H -1.773 -6.862 5.257
H -0.151 -5.371 6.803
H 0.691 -6.830 6.334
H 1.749 -5.706 4.547
H 1.924 -4.554 5.853
H 0.762 -4.225 3.313
H 0.311 -2.977 4.478
O 8.354 1.541 6.978
S 7.641 1.279 5.744
O 7.056 -0.019 5.450
C 6.316 2.527 5.335
C 7.000 3.530 4.443
C 7.904 2.764 3.478
C 8.773 1.815 4.321
H 5.821 2.946 6.211
H 5.689 2.035 4.591
H 6.257 4.107 3.892
H 7.544 4.261 5.043
H 8.461 3.466 2.859
H 7.294 2.294 2.706
H 9.737 2.183 4.672
H 9.213 0.923 3.875
O 7.120 -4.798 -8.035
S 7.454 -3.353 -7.949
O 8.743 -2.921 -7.394
C 6.895 -2.520 -9.517
C 5.419 -1.995 -9.186
C 5.432 -1.520 -7.788
C 6.127 -2.520 -6.906
H 6.984 -3.305 -10.268
H 7.398 -1.585 -9.762
H 5.107 -1.194 -9.856
H 4.727 -2.836 -9.139
H 4.396 -1.404 -7.469
H 5.850 -0.515 -7.721
H 5.399 -3.269 -6.593
H 6.653 -2.210 -6.003
C 1.038 -7.123 -5.110
C 2.262 -7.661 -5.446
C 2.423 -7.811 -6.777
N 1.291 -7.303 -7.358
C 0.445 -6.839 -6.369
H 0.531 -7.002 -4.164
H 2.870 -8.137 -4.692
H 3.130 -8.297 -7.432
H 1.069 -7.314 -8.343
H -0.519 -6.418 -6.611
C -1.245 7.861 -3.983
C -0.716 6.753 -3.366
C -0.183 7.239 -2.153
N -0.366 8.604 -2.079
C -1.021 8.991 -3.229
H -1.721 7.903 -4.951
H -0.839 5.727 -3.681
H 0.281 6.771 -1.298
H -0.108 9.259 -1.354
H -1.294 10.024 -3.389
C 7.393 -6.600 -0.985
C 7.202 -5.820 0.127
C 7.395 -6.602 1.241
N 7.599 -7.862 0.815
C 7.468 -7.918 -0.557
H 7.411 -6.377 -2.042
H 7.003 -4.764 0.237
H 7.298 -6.391 2.296
H 7.586 -8.568 1.537
H 7.518 -8.870 -1.064
C 1.575 -0.190 -0.577
C 0.863 -0.722 -1.657
C -0.370 -0.056 -1.587
N -0.470 0.825 -0.524
C 0.780 0.734 0.133
H 2.577 -0.529 -0.361
H 1.148 -1.482 -2.368
H -1.276 -0.215 -2.153
H -1.280 1.317 -0.175
H 0.996 1.495 0.869
*
```

Calculated values
Structure (SMILES): O=S1(=O)CCCC1.O=S1(=O)CCCC1.O=S1(=O)CCCC1.O=S1(=O)CCCC1.O=S1(=O)CCCC1.O=S1(=O)CCCC1.c1cc[nH]c1.c1cc[nH]c1.c1cc[nH]c1.c1cc[nH]c1
Energy, hartree: -5075.6827
Gap between HOMO and LUMO, eV: 8.25
Energy above the lowest of the compared OMol25 structures with the same formula, charge and spin, kcal/mol: 72.6

Entry 4:
BrPd as an isolated structure at a distorted geometry, computed with ωB97M-V/def2-TZVPD.

```
! RIJCOSX wB97M-V def2-TZVPD def2/J DEFGRID3
* xyz 1 3
Pd -0.620 1.080 0.197
Br 0.620 -1.080 -0.197
*
```

Calculated values
Energy, hartree: -2701.4845
Gap between HOMO and LUMO (alpha / beta), eV: 10.40 / 6.76
Energy above the lowest of the compared OMol25 structures with the same formula, charge and spin, kcal/mol: 17.5

Entry 5:
A 18-piece molecular cluster, C27H91BBrN2O24P2 overall, computed with ωB97M-V/def2-TZVPD.

```
! RIJCOSX wB97M-V def2-TZVPD def2/J DEFGRID3
* xyz -1 1
C 1.790 -4.004 0.532
C 2.767 -3.096 -0.214
C 2.325 -2.728 -1.636
N 1.705 -1.417 -1.761
C 0.349 -1.232 -1.253
C -0.622 -2.336 -1.613
O -1.179 -2.234 -2.917
C -0.263 -2.159 -3.987
O 0.415 -1.130 0.132
B 0.811 0.246 0.485
C 0.217 0.536 1.990
C -0.937 1.503 2.036
C -2.198 1.079 2.775
N -0.864 2.649 1.480
P 2.811 0.562 0.563
O 3.270 1.020 -0.954
Br 2.832 2.618 1.610
O 0.285 1.051 -0.647
C -0.125 0.206 -1.678
P -1.940 0.470 -1.851
O -2.888 -0.385 -1.110
O -2.129 2.000 -1.445
O -2.195 0.460 -3.438
H 2.159 -4.242 1.533
H 0.829 -3.501 0.662
H 1.624 -4.943 -0.003
H 2.875 -2.174 0.355
H 3.748 -3.578 -0.260
H 1.701 -3.547 -2.028
H 3.211 -2.697 -2.276
H 1.777 -1.107 -2.714
H -1.457 -2.280 -0.928
H -0.168 -3.325 -1.485
H -0.757 -2.459 -4.911
H 0.605 -2.808 -3.847
H 0.070 -1.122 -4.121
H 0.958 0.894 2.711
H -0.113 -0.441 2.355
H -2.160 0.023 3.044
H -3.033 1.242 2.099
H -2.313 1.649 3.696
H -1.731 3.163 1.641
H 4.201 1.270 -0.920
H 0.328 0.526 -2.628
H -1.295 2.479 -1.410
H -2.966 -0.078 -3.618
C -4.673 3.366 1.048
O -4.116 3.904 2.260
H -4.391 2.318 0.995
H -5.758 3.446 1.059
H -4.262 3.878 0.174
H -4.362 4.830 2.294
C -3.336 -4.824 -1.062
O -2.748 -4.137 0.034
H -2.854 -5.800 -1.120
H -4.410 -4.971 -0.914
H -3.166 -4.295 -2.004
H -3.152 -3.265 0.092
C 1.661 6.312 2.076
O 0.815 6.154 0.948
H 1.817 7.380 2.226
H 1.200 5.895 2.976
H 2.629 5.830 1.914
H 0.677 5.208 0.818
C 4.354 0.115 -4.336
O 2.934 0.144 -4.317
H 4.651 -0.800 -4.841
H 4.751 0.972 -4.889
H 4.767 0.108 -3.324
H 2.645 0.937 -3.851
C -4.672 -5.884 2.467
O -4.360 -6.690 1.340
H -5.447 -6.403 3.027
H -3.804 -5.741 3.115
H -5.051 -4.902 2.169
H -3.675 -6.230 0.847
C 3.930 1.991 5.413
O 4.705 0.939 4.843
H 4.041 1.927 6.494
H 4.291 2.972 5.081
H 2.878 1.884 5.155
H 4.576 0.971 3.890
C -8.358 1.314 1.314
O -7.633 2.290 0.561
H -8.819 1.837 2.145
H -9.126 0.834 0.705
H -7.682 0.557 1.716
H -7.206 1.837 -0.170
C 3.219 -3.025 -5.899
O 2.048 -2.257 -6.132
H 3.189 -3.911 -6.531
H 4.120 -2.457 -6.150
H 3.272 -3.347 -4.854
H 2.102 -1.479 -5.561
C 7.237 2.081 0.361
O 5.927 1.719 -0.060
H 7.770 2.439 -0.518
H 7.209 2.878 1.107
H 7.776 1.223 0.773
H 5.443 1.400 0.714
C -7.236 2.421 5.364
O -7.005 1.583 4.237
H -8.126 2.056 5.863
H -6.405 2.381 6.072
H -7.397 3.460 5.057
H -6.214 1.899 3.790
C 7.395 -0.296 -6.433
O 7.452 -0.875 -5.131
H 7.553 -1.093 -7.154
H 6.419 0.159 -6.620
H 8.175 0.458 -6.562
H 7.293 -0.170 -4.497
C -8.805 -0.586 7.688
O -8.241 0.686 7.987
H -8.947 -0.620 6.610
H -8.138 -1.402 7.976
H -9.774 -0.725 8.175
H -8.098 0.739 8.934
C -11.192 0.265 -2.214
O -10.605 0.890 -1.081
H -10.887 -0.778 -2.194
H -12.285 0.310 -2.183
H -10.844 0.712 -3.149
H -10.857 1.816 -1.084
C 0.505 0.821 7.347
O 0.639 1.621 6.181
H 1.101 -0.074 7.184
H 0.879 1.333 8.238
H -0.534 0.521 7.516
H 0.114 2.416 6.296
C 10.681 0.567 -4.149
O 10.273 -0.694 -3.647
H 11.723 0.703 -3.869
H 10.607 0.614 -5.240
H 10.099 1.388 -3.717
H 9.352 -0.823 -3.892
C 6.449 5.375 4.000
O 6.573 4.137 3.317
H 7.274 6.004 3.672
H 5.509 5.878 3.757
H 6.516 5.248 5.084
H 5.841 3.576 3.589
C 1.200 -5.004 -8.826
O 1.283 -5.546 -7.515
H 1.223 -5.843 -9.518
H 0.271 -4.449 -8.977
H 2.045 -4.344 -9.047
H 1.251 -4.810 -6.897
*
```

Calculated values
Energy, hartree: -6280.1522
Gap between HOMO and LUMO, eV: 6.47

Entry 6:
C10H9N2O5Pb as an isolated structure at a distorted geometry, computed with ωB97M-V/def2-TZVPD.

```
! RIJCOSX wB97M-V def2-TZVPD def2/J DEFGRID3
* xyz 1 1
O 0.993 0.150 -4.050
C 0.603 -0.017 -2.988
Pb -0.869 -0.659 -0.917
C -1.251 -0.372 1.415
O -1.348 -1.405 2.043
C 1.190 1.506 -0.192
O 1.569 0.823 0.779
C -0.229 1.705 -0.469
O -0.898 2.700 -0.374
C 1.412 -1.667 -0.075
O 2.355 -2.078 0.417
H 1.874 1.987 -0.907
C -4.130 2.917 3.218
C -2.852 2.194 3.055
C -1.805 1.987 3.963
C -0.877 1.157 3.358
N -1.319 0.917 2.066
N -2.546 1.506 1.960
C 0.386 0.598 3.772
H -4.798 2.398 3.919
H -3.932 3.919 3.618
H -4.649 3.009 2.261
H -1.713 2.384 4.962
H -3.045 1.509 1.076
H 1.118 1.399 3.912
H 0.289 0.109 4.750
H 0.817 -0.095 3.044
*
```

Calculated values
Energy, hartree: -1064.6378
Gap between HOMO and LUMO, eV: 7.12
Energy above the lowest of the compared OMol25 structures with the same formula, charge and spin, kcal/mol: 0.0

Entry 7:
C13H30CoGeNO5 as an isolated structure at a distorted geometry, computed with ωB97M-V/def2-TZVPD.

```
! RIJCOSX wB97M-V def2-TZVPD def2/J DEFGRID3
* xyz 0 3
Co -1.076 -0.809 0.605
C -3.041 -0.595 -2.155
C -2.210 0.653 -1.826
C -3.113 1.795 -1.326
C -1.503 1.157 -3.089
O -1.232 0.343 -0.852
Ge 0.866 0.513 -1.046
O 0.662 -1.364 -0.569
C 1.742 -2.255 -0.341
C 1.408 -3.602 -0.993
C 3.021 -1.686 -0.967
C 1.973 -2.425 1.165
O 0.707 0.919 0.783
C 1.315 1.971 1.497
C 0.239 2.702 2.305
C 1.985 2.970 0.548
C 2.379 1.387 2.434
H -3.750 -0.383 -2.954
H -3.588 -0.943 -1.281
H -2.374 -1.391 -2.480
H -3.909 1.987 -2.041
H -2.516 2.697 -1.208
H -3.563 1.555 -0.368
H -2.243 1.459 -3.824
H -0.863 0.380 -3.501
H -0.880 2.013 -2.828
H 1.302 -3.475 -2.069
H 0.465 -3.979 -0.603
H 2.197 -4.323 -0.795
H 2.867 -1.504 -2.032
H 3.844 -2.385 -0.834
H 3.273 -0.738 -0.483
H 1.151 -2.976 1.613
H 2.010 -1.442 1.627
H 2.904 -2.954 1.360
H -0.565 3.007 1.640
H 0.650 3.581 2.791
H -0.167 2.042 3.065
H 1.252 3.372 -0.150
H 2.770 2.479 -0.027
H 2.426 3.786 1.114
H 1.924 0.664 3.105
H 2.844 2.171 3.025
H 3.149 0.885 1.851
O -1.718 -3.331 -0.082
N -1.819 -2.423 0.741
O -0.927 -2.190 1.662
C -2.394 0.037 1.766
H -3.072 0.688 1.232
H -1.808 0.631 2.463
H -2.991 -0.672 2.333
*
```

Calculated values
Energy, hartree: -4403.8540
Gap between HOMO and LUMO (alpha / beta), eV: 8.05 / 8.34
Energy above the lowest of the compared OMol25 structures with the same formula, charge and spin, kcal/mol: 41.5

Entry 8:
C34H57N3O2SeSiTi as an isolated structure at a distorted geometry, computed with ωB97M-V/def2-TZVPD.

```
! RIJCOSX wB97M-V def2-TZVPD def2/J DEFGRID3
* xyz 0 3
O 3.593 -1.481 -0.623
O 3.685 -3.389 0.860
C 3.779 -2.087 -1.959
C 3.934 -1.027 -3.007
H 2.866 -2.671 -2.105
H 4.660 -2.742 -1.935
H 3.056 -0.381 -3.046
H 4.053 -1.508 -3.980
H 4.821 -0.425 -2.810
C 4.801 -0.810 -0.072
C 6.063 -1.617 -0.182
H 4.535 -0.625 0.968
H 4.868 0.143 -0.596
H 5.983 -2.628 0.233
H 6.838 -1.109 0.395
H 6.412 -1.677 -1.213
C 3.554 -3.101 2.296
C 3.579 -4.730 0.291
C 4.905 -3.059 2.948
H 2.915 -3.881 2.708
H 3.049 -2.129 2.350
H 5.434 -4.004 2.822
H 4.805 -2.878 4.018
H 5.520 -2.254 2.540
C 4.791 -5.541 0.646
H 3.501 -4.595 -0.793
H 2.648 -5.168 0.656
H 5.716 -5.019 0.392
H 4.796 -6.474 0.086
H 4.810 -5.793 1.705
H 3.493 -2.452 0.151
N -1.504 0.403 -1.606
C -2.815 0.256 -1.297
C -3.320 -0.246 -0.076
C -2.758 -0.419 1.196
C -3.713 0.564 -2.436
H -3.588 -0.171 -3.246
H -3.526 1.562 -2.855
H -4.730 0.515 -2.054
C -3.563 -1.018 2.301
H -3.725 -0.283 3.105
H -3.098 -1.920 2.741
H -4.540 -1.296 1.877
N -1.510 0.031 1.535
C -0.967 0.974 -2.827
C -0.548 0.117 -3.843
C -0.684 -1.372 -3.723
C -0.098 0.677 -5.045
H 0.159 -0.027 -5.838
C -0.017 2.059 -5.238
H 0.319 2.495 -6.175
C -0.410 2.905 -4.228
H -0.396 3.991 -4.287
C -0.949 2.349 -3.086
C -1.489 3.379 -2.183
C -1.224 0.530 2.856
C -0.536 -0.223 3.825
C -0.291 -1.703 3.666
C -0.224 0.392 5.044
H 0.220 -0.240 5.823
C -0.478 1.749 5.250
H -0.220 2.222 6.195
C -1.127 2.490 4.272
H -1.294 3.559 4.380
C -1.637 1.839 3.155
C -2.486 2.578 2.194
Ti -0.427 0.219 -0.038
H 0.306 -1.856 -3.737
H -1.261 -1.754 -4.582
H -1.197 -1.695 -2.806
H -2.404 2.988 -1.702
H -1.762 4.364 -2.618
H -0.572 3.722 -1.676
H 0.603 -1.975 4.247
H -0.142 -2.039 2.630
H -1.108 -2.309 4.098
H -2.086 2.208 1.197
H -2.299 3.659 2.459
H -3.549 2.399 2.132
H -4.378 -0.533 -0.126
C 0.057 -1.802 -0.224
Si -0.889 -3.487 -0.320
H 0.706 -1.656 -1.179
H 0.973 -1.880 0.479
C -0.267 -4.717 -1.622
C -2.696 -3.260 -0.804
C -0.959 -4.351 1.359
H 0.034 -4.430 1.826
H -1.355 -5.377 1.258
H -1.627 -3.830 2.064
H -0.037 -4.203 -2.568
H -1.043 -5.472 -1.848
H 0.638 -5.250 -1.289
H -2.832 -2.561 -1.639
H -3.298 -2.878 0.033
H -3.126 -4.227 -1.119
Se -1.737 4.602 0.497
C -0.579 3.274 0.406
N 0.124 2.293 0.178
*
```

Calculated values
Energy, hartree: -5184.6732
Gap between HOMO and LUMO (alpha / beta), eV: 4.02 / 5.78